This record from OMol25 describes an isolated molecule of C28H35N3O5. The level of theory is wB97M-V/def2-TZVPD.

Positions of all 71 atoms, in Å:
C 0.3873 4.0519 3.1178
C 0.8815 2.8414 3.8968
C 0.0238 1.5872 3.7102
C 0.2139 0.7720 2.4107
C 1.6849 0.8535 1.9736
O 2.5241 0.1362 2.4584
O 1.9324 1.7651 1.0405
C 3.2908 1.8846 0.5980
C 3.6198 0.8570 -0.4737
N -0.0893 -0.6199 2.7242
C -0.2645 -1.3519 1.4782
C -1.1220 -2.5734 1.6653
C -2.1231 -2.6038 2.6253
C -2.9274 -3.7132 2.7819
C -2.7715 -4.8441 1.9678
N -3.5988 -5.9390 2.0916
C -3.2633 -7.1620 1.4027
C -4.4821 -6.0360 3.2285
C -1.7602 -4.7989 0.9980
C -0.9579 -3.6861 0.8535
C -0.9314 -0.2990 0.5648
C -0.2242 -0.1045 -0.7565
O 0.1531 -0.9591 -1.5133
N -0.0752 1.2613 -0.9499
C 0.4026 1.8328 -2.1576
C 1.2075 2.9682 -2.1311
C 1.6710 3.5105 -3.3083
C 1.3479 2.9334 -4.5389
O 1.8657 3.5446 -5.6332
C 1.5753 3.0234 -6.9160
C 2.2795 3.9003 -7.9393
C 0.5371 1.8029 -4.5591
C 0.0650 1.2625 -3.3760
C -0.4227 2.0119 0.1657
O -0.4923 3.2114 0.1882
C -0.8029 1.0501 1.2736
H 0.3896 3.8652 2.0496
H 1.0237 4.9107 3.3194
H -0.6281 4.3030 3.4165
H 0.8707 3.0858 4.9626
H 1.9186 2.6252 3.6324
H 0.2570 0.8971 4.5244
H -1.0301 1.8528 3.8029
H 3.9493 1.7549 1.4632
H 3.3762 2.9024 0.2139
H 4.6418 1.0035 -0.8114
H 2.9486 0.9604 -1.3232
H 3.5256 -0.1479 -0.0686
H 0.6437 -1.0300 3.2951
H 0.6956 -1.6554 1.0256
H -2.2567 -1.7460 3.2666
H -3.6831 -3.6904 3.5495
H -4.0047 -7.9228 1.6361
H -2.2753 -7.5430 1.6888
H -3.2769 -7.0041 0.3222
H -5.0455 -6.9646 3.1693
H -3.9388 -6.0214 4.1814
H -5.1982 -5.2115 3.2224
H -1.5888 -5.6381 0.3447
H -0.1911 -3.6799 0.0923
H -1.9702 -0.5725 0.3634
H 1.4544 3.4293 -1.1900
H 2.2935 4.3909 -3.3038
H 1.9345 1.9877 -6.9921
H 0.4904 3.0336 -7.0900
H 3.3513 3.8894 -7.7620
H 1.9256 4.9241 -7.8558
H 2.0791 3.5332 -8.9417
H 0.2598 1.3326 -5.4888
H -0.5610 0.3856 -3.4083
H -1.7346 1.3891 1.7305

Summary:
Charge: 0
E_HOMO: -7.5 eV
Frontier orbital gap: 8.29 eV
Structure (SMILES): CCC[C@@]1(C(=O)OCC)N[C@@H](c2ccc(N(C)C)cc2)[C@@H]2C(=O)N(c3ccc(OCC)cc3)C(=O)[C@@H]21
Multiplicity: 1
LUMO energy: 0.8 eV
Relative energy (zero: lowest compared OMol25 entry of this formula, charge and spin): 1.108 eV
Energy: -1628.4850 a.u.

This record from OMol25 describes an isolated molecule of C24H26N6O2S2 at a distorted geometry. The level of theory is wB97M-V/def2-TZVPD.

Positions of all 60 atoms, in Å:
C -5.5945 -2.9924 -0.9830
C -4.7583 -1.7519 -0.8883
C -4.9470 -0.8282 0.1276
C -4.1724 0.3145 0.1984
C -3.1879 0.5566 -0.7509
N -2.3440 1.6773 -0.6755
C -2.3960 2.7076 0.2008
O -3.2865 2.9321 0.9911
C -1.1547 3.5949 0.1419
S 0.0659 2.9134 1.3199
C 0.5170 1.4939 0.4249
N 0.5067 1.3658 -0.8764
N 0.8961 0.1115 -1.1610
C 1.1424 -0.5085 -0.0405
C 1.5698 -1.9155 0.0695
S 3.0659 -2.1336 1.1138
C 4.1666 -1.0283 0.3164
N 5.3315 -0.8332 0.9083
C 6.1573 0.0242 0.3198
C 7.4809 0.2459 0.9731
C 5.7899 0.6886 -0.8492
C 4.5408 0.4043 -1.3902
C 4.0233 1.0323 -2.6388
N 3.7370 -0.4714 -0.7962
N 0.9166 0.3315 1.0160
C 0.7895 0.0076 2.4205
C -0.6406 -0.3293 2.6990
C -1.6408 0.3743 3.3002
C -2.8055 -0.4233 3.1866
C -2.4299 -1.5420 2.5134
O -1.1215 -1.4976 2.2099
C -2.9940 -0.3511 -1.8027
C -1.9723 -0.1067 -2.8740
C -3.7827 -1.4887 -1.8425
H -6.3207 -2.8947 -1.7902
H -6.1366 -3.1669 -0.0568
H -4.9738 -3.8606 -1.1979
H -5.7051 -0.9990 0.8777
H -4.3282 1.0256 0.9913
H -1.5293 1.6292 -1.2794
H -0.6846 3.6408 -0.8378
H -1.3912 4.5886 0.5179
H 0.8041 -2.5202 0.5581
H 1.7817 -2.2945 -0.9280
H 7.5930 1.2940 1.2454
H 7.5541 -0.3702 1.8642
H 8.2844 -0.0122 0.2855
H 6.4534 1.3978 -1.3173
H 4.3705 2.0585 -2.7286
H 4.3786 0.4704 -3.5021
H 2.9367 0.9962 -2.6320
H 1.4451 -0.8389 2.6409
H 1.0888 0.8746 3.0122
H -1.5600 1.3366 3.7617
H -3.7824 -0.1852 3.5513
H -2.9759 -2.4058 2.1917
H -2.0513 -0.8698 -3.6440
H -2.1274 0.8652 -3.3425
H -0.9572 -0.1384 -2.4760
H -3.6353 -2.1956 -2.6475

Summary:
Charge: 0
E_HOMO: -8.0 eV
Frontier orbital gap: 8.52 eV
Structure (SMILES): Cc1ccc(NC(=O)CSc2nnc(CSc3nc(C)cc(C)n3)n2Cc2ccco2)c(C)c1
Multiplicity: 1
LUMO energy: 0.5 eV
Energy: -2205.5815 a.u.

This record from OMol25 describes an isolated molecule of C22H23N5S at a distorted geometry. The level of theory is wB97M-V/def2-TZVPD.

Positions of all 51 atoms, in Å:
C 5.8693 2.0060 0.3622
C 4.3863 2.0279 0.1634
C 3.6460 3.1475 0.5186
C 2.2760 3.1897 0.3468
C 1.6092 2.0932 -0.1896
C 0.1572 2.1516 -0.3844
C -0.4835 3.1501 -1.0191
S -2.2063 2.9127 -1.0756
C -2.0187 1.3814 -0.1724
N -2.9052 0.5369 0.1567
C -4.2655 0.7117 0.0724
C -5.0669 -0.3646 -0.3174
C -6.4388 -0.2070 -0.3324
C -6.9717 1.0159 0.0505
N -6.2263 2.0339 0.4471
C -4.9175 1.8891 0.4601
N -0.6986 1.1723 0.0912
C -0.3137 0.0585 0.9241
C -0.4177 -1.2737 0.1799
C 0.0361 -2.4343 1.0693
N 0.0311 -3.6746 0.3456
C -1.0575 -4.4549 0.0723
C -0.6006 -5.4844 -0.6980
N 0.7348 -5.3500 -0.9074
C 1.0798 -4.2624 -0.2784
C 2.3508 0.9760 -0.5620
C 3.7250 0.9269 -0.3911
C 4.4873 -0.2951 -0.8015
H 6.2117 2.9338 0.8128
H 6.3811 1.8739 -0.5907
H 6.1588 1.1781 1.0087
H 4.1527 4.0036 0.9403
H 1.7158 4.0655 0.6370
H -0.0502 4.0067 -1.4911
H -4.6029 -1.2947 -0.6118
H -7.0844 -1.0173 -0.6359
H -8.0392 1.1906 0.0488
H -4.3509 2.7411 0.8141
H -0.9889 0.0335 1.7859
H 0.7080 0.2291 1.2710
H -1.4546 -1.4207 -0.1238
H 0.1983 -1.2510 -0.7214
H 1.0536 -2.2516 1.4292
H -0.6289 -2.5197 1.9339
H -2.0322 -4.2196 0.4473
H -1.1427 -6.3105 -1.1118
H 2.0762 -3.8684 -0.2357
H 1.8510 0.1363 -1.0218
H 4.9955 -0.7360 0.0559
H 3.8240 -1.0406 -1.2328
H 5.2476 -0.0423 -1.5393

Summary:
Charge: 0
E_HOMO: -7.6 eV
Frontier orbital gap: 8.12 eV
Structure (SMILES): Cc1ccc(-c2cs/c(=N\c3cccnc3)n2CCCn2ccnc2)cc1C
Multiplicity: 1
LUMO energy: 0.5 eV
Relative energy (zero: lowest compared OMol25 entry of this formula, charge and spin): 0.000 eV
Energy: -1524.1175 a.u.

This record from OMol25 describes a structure of composition C20H21N2O3ReS2SbSe4. The level of theory is wB97M-V/def2-TZVPD.

Positions of all 54 atoms, in Å:
Re -0.0937 0.3105 -0.3598
O 0.5114 -1.5580 0.0944
N 1.7665 -1.7854 0.3289
N 2.4820 -0.8146 0.0030
O 1.8860 0.2915 -0.4524
C 3.9170 -0.8346 0.0853
C 4.5543 -2.0657 0.1791
C 5.9339 -2.0674 0.2920
C 6.6385 -0.8688 0.2986
C 5.9723 0.3455 0.1931
C 4.5921 0.3767 0.0877
H 3.9953 -2.9908 0.1509
H 6.4615 -3.0087 0.3584
H 7.7171 -0.8831 0.3770
H 6.5296 1.2717 0.1926
H 4.0592 1.3133 0.0163
Se -0.7669 4.8704 -4.5869
Sb -0.7601 2.9194 -3.3808
Se -0.8235 -0.6002 -2.3315
Se 0.0706 2.5511 -0.9654
Se -1.4089 0.6895 -4.2067
C -2.8493 1.4929 1.3798
S -2.3129 -0.0724 0.6399
C -3.6644 -0.4174 -0.4991
H -3.7458 1.2708 1.9564
H -3.0613 2.2183 0.5982
H -2.0624 1.8423 2.0413
H -3.7660 0.3686 -1.2445
H -4.5670 -0.4840 0.1072
H -3.4751 -1.3838 -0.9621
O 0.1524 0.8162 1.6146
S 0.2215 -0.1319 2.8978
C -0.4249 0.8934 4.1712
C -1.2951 0.2581 5.0507
C -1.8179 0.9848 6.1115
C -1.4799 2.3215 6.2648
C -0.6197 2.9485 5.3640
C -0.0774 2.2373 4.3111
C 1.9516 -0.3040 3.1784
C 2.3608 -1.5817 3.5452
C 3.7047 -1.7940 3.8243
C 4.6068 -0.7452 3.7166
C 4.1830 0.5229 3.3254
C 2.8477 0.7577 3.0552
H -1.5487 -0.7872 4.9221
H -2.4847 0.5056 6.8146
H -1.8873 2.8861 7.0928
H -0.3664 3.9916 5.4952
H 0.5910 2.7202 3.6135
H 1.6470 -2.3925 3.6263
H 4.0405 -2.7752 4.1302
H 5.6516 -0.9125 3.9425
H 4.8975 1.3313 3.2468
H 2.5158 1.7396 2.7509

Summary:
Charge: +3
E_HOMO: -16.8 eV
Frontier orbital gap: 5.06 eV
Multiplicity: 1
LUMO energy: -11.8 eV
Relative energy (zero: lowest compared OMol25 entry of this formula, charge and spin): 0.898 eV
Energy: -11829.5049 a.u.